No. 1
{"formula": "C11H21BF3N5O5P", "method": "the ωB97M-V functional and the def2-TZVPD basis", "symbols": ["C", "C", "C", "C", "N", "C", "N", "O", "P", "N", "O", "N", "N", "B", "O", "C", "C", "H", "H", "H", "H", "H", "H", "H", "H", "H", "H", "H", "H", "H", "H", "H", "H", "C", "C", "O", "C", "O", "C", "F", "F", "F", "H", "H", "H", "H", "H"], "coordinates": [[1.549, -1.888, -0.294], [0.356, -1.387, -0.630], [-0.151, -1.304, -2.064], [-1.510, -0.699, -2.137], [-2.597, -1.352, -2.545], [-3.597, -0.471, -2.452], [-4.878, -0.709, -2.760], [-5.127, -1.958, -3.313], [-6.190, 0.501, -2.537], [-6.390, 0.613, -0.856], [-7.395, -0.494, -2.909], [-3.130, 0.720, -2.009], [-1.772, 0.572, -1.809], [-0.869, 1.736, -1.322], [-0.541, 1.758, -0.013], [-0.428, 2.826, -2.326], [-1.067, 4.177, -1.861], [1.954, -2.802, -0.717], [2.141, -1.368, 0.445], [-0.286, -0.995, 0.152], [-0.221, -2.299, -2.505], [0.538, -0.683, -2.634], [-5.008, -2.615, -2.611], [-5.817, 1.323, -0.419], [-6.280, -0.265, -0.354], [-8.124, -0.428, -2.279], [-3.597, 1.601, -1.873], [-1.266, 1.749, 0.619], [-0.730, 2.589, -3.344], [0.658, 2.938, -2.292], [-1.530, 4.683, -2.704], [-0.322, 4.821, -1.406], [-1.861, 4.025, -1.124], [4.901, 0.374, 5.403], [5.409, -1.048, 5.330], [4.973, -1.700, 4.113], [5.694, -1.449, 3.034], [6.654, -0.745, 2.943], [5.141, -2.259, 1.840], [3.799, -2.199, 1.775], [5.488, -3.543, 1.955], [5.622, -1.796, 0.693], [3.815, 0.396, 5.302], [5.174, 0.816, 6.360], [5.327, 0.982, 4.606], [4.997, -1.653, 6.134], [6.495, -1.092, 5.396]], "lowdin_charge": [0.035, -0.157, -0.080, -0.248, 0.231, -0.352, -0.234, 0.008, 0.826, -0.158, -0.249, 0.174, 0.125, -0.463, 0.209, -0.114, -0.074, 0.079, 0.052, 0.100, 0.136, 0.135, 0.121, 0.027, 0.058, 0.074, 0.153, 0.133, 0.103, 0.119, 0.080, 0.084, 0.064, -0.060, -0.187, 0.033, -0.407, 0.178, -0.542, 0.137, 0.177, 0.175, 0.081, 0.085, 0.079, 0.126, 0.127], "fmax_ev_per_a": 1.40, "e_tot_ha": -1747.31336, "total_charge": 1, "homo_ev": -11.8432}

---

No. 2
{"formula": "C2H3Cl2F", "method": "the ωB97M-V functional and the def2-TZVPD basis", "symbols": ["C", "C", "H", "H", "H", "F", "Cl", "Cl"], "coordinates": [[0.640, -0.179, -0.381], [-0.551, 0.338, 0.546], [1.634, 0.454, -1.191], [1.084, -0.833, 0.373], [-0.345, 1.104, 1.179], [-0.844, -0.733, 1.380], [0.315, -1.200, -1.788], [-1.933, 1.050, -0.119]], "lowdin_charge": [-0.587, -0.837, 0.183, 0.044, 0.038, -0.062, 0.505, 0.715], "fmax_ev_per_a": 5.14, "e_tot_ha": -1098.16473, "homo_ev": -10.5985}

---

No. 3
{"formula": "C17H40F3O10P3", "method": "the ωB97M-V functional and the def2-TZVPD basis", "symbols": ["C", "C", "C", "C", "C", "P", "C", "C", "C", "O", "C", "C", "O", "C", "F", "F", "F", "H", "H", "H", "H", "H", "H", "H", "H", "H", "H", "H", "H", "H", "H", "H", "H", "H", "H", "H", "H", "H", "H", "C", "O", "P", "O", "O", "C", "O", "C", "H", "H", "H", "H", "H", "H", "H", "H", "H", "C", "O", "P", "O", "O", "C", "O", "C", "H", "H", "H", "H", "H", "H", "H", "H", "H"], "coordinates": [[1.535, -3.975, 1.239], [2.482, -3.787, 0.023], [1.744, -3.036, -1.145], [1.956, -3.775, -2.474], [1.088, -3.274, -3.687], [-0.062, -1.821, -3.320], [1.263, -0.521, -3.895], [1.409, 0.585, -2.775], [1.264, 2.055, -3.319], [0.228, 1.299, -2.474], [-1.456, -2.953, -2.616], [-2.804, -2.873, -3.350], [-3.249, -1.552, -3.619], [-3.952, -3.582, -2.551], [-4.084, -4.869, -2.873], [-5.117, -2.978, -2.854], [-3.829, -3.451, -1.227], [2.087, -3.987, 2.186], [0.966, -4.913, 1.148], [0.812, -3.151, 1.250], [2.862, -4.766, -0.312], [3.373, -3.234, 0.359], [2.201, -2.034, -1.169], [0.693, -2.978, -0.833], [3.023, -3.668, -2.719], [1.715, -4.838, -2.326], [1.775, -2.966, -4.489], [0.513, -4.107, -4.117], [-0.855, -1.411, -4.440], [-0.087, -1.123, -2.070], [0.965, 0.065, -4.774], [2.283, -0.926, -3.961], [2.146, 0.424, -1.977], [1.443, 2.899, -2.655], [0.552, 2.110, -4.143], [-1.118, -4.004, -2.656], [-1.574, -2.728, -1.543], [-2.718, -3.457, -4.284], [-3.092, -1.418, -4.560], [0.855, 0.412, 5.726], [0.043, -0.739, 5.562], [-0.808, -1.048, 4.144], [0.313, -1.698, 3.390], [-0.911, 0.549, 3.776], [-1.755, 1.415, 4.527], [-2.073, -1.393, 3.080], [-1.845, -1.144, 1.700], [1.674, 0.134, 6.390], [1.261, 0.767, 4.780], [0.290, 1.207, 6.215], [-1.177, 2.305, 4.782], [-2.112, 0.953, 5.451], [-2.600, 1.713, 3.907], [-1.173, -1.893, 1.280], [-1.443, -0.144, 1.532], [-2.808, -1.221, 1.194], [1.928, 6.734, 2.485], [0.799, 6.058, 3.006], [0.001, 4.823, 2.166], [1.005, 3.801, 2.655], [0.449, 5.441, 0.704], [-0.232, 6.586, 0.188], [-0.963, 3.641, 1.409], [-0.269, 2.697, 0.591], [2.552, 7.019, 3.332], [2.503, 6.106, 1.806], [1.619, 7.651, 1.979], [0.519, 7.301, -0.153], [-0.853, 7.070, 0.946], [-0.844, 6.292, -0.664], [0.288, 1.991, 1.207], [0.402, 3.191, -0.111], [-1.014, 2.141, 0.022]], "lowdin_charge": [-0.106, -0.241, -0.234, -0.225, -0.294, 0.865, -0.283, -0.362, -0.007, -0.172, -0.279, -0.325, -0.025, -0.590, 0.147, 0.126, 0.140, 0.071, 0.076, 0.035, 0.096, 0.100, 0.104, 0.075, 0.112, 0.108, 0.066, 0.075, 0.038, 0.038, 0.067, 0.071, 0.127, 0.088, 0.102, 0.086, 0.072, 0.155, 0.090, -0.111, -0.269, 0.690, -0.234, -0.310, -0.118, -0.288, -0.116, 0.098, 0.098, 0.079, 0.082, 0.087, 0.091, 0.066, 0.076, 0.093, -0.120, -0.280, 0.721, -0.230, -0.309, -0.117, -0.313, -0.132, 0.098, 0.095, 0.081, 0.086, 0.085, 0.090, 0.083, 0.074, 0.087], "fmax_ev_per_a": 8.28, "smiles": "CCCCC[PH2](C[C@H]1CO1)C[C@H](O)C(F)(F)F.COP(=O)(OC)OC.COP(=O)(OC)OC", "e_tot_ha": -2747.47299, "homo_ev": -8.1690}

---

| no. | frontier orbital gap (eV) | LUMO (eV) |
| --- | --- | --- |
| 1 | 8.647 | -3.196 |
| 2 | 11.203 | 0.605 |
| 3 | 5.549 | -2.620 |